(1)
C5H12N2O | ωB97M-V/def2-TZVPD

Summary:
E_LUMO, Eh: 0.027
Structure (SMILES): CNCCNCC=O
Strongest force on any atom, eV/Å: 5.3
Multiplicity: 1
Gap between HOMO and LUMO, eV: 8.9464
HOMO energy, eV: -8.2194

Each line ends with the Mulliken charge.
CARTESIAN COORDINATES (ANGSTROEM)
C  -0.9443  -2.8378  0.4154  -0.739
N  -0.6244  -1.8035  -0.5322  -0.325
C  -0.0415  -0.6627  0.0444  -0.384
C  -0.9824  0.5814  -0.3151  -0.678
N  -0.5374  1.6975  0.5027  -0.400
C  0.9361  1.8879  0.3551  -0.420
C  1.6353  2.2693  -0.8976  -0.030
O  2.7500  1.8524  -1.2072  -0.506
H  -0.7082  -3.8315  0.0928  0.324
H  -0.4818  -2.6349  1.4290  0.243
H  -2.0908  -2.7358  0.5485  0.203
H  0.0320  -2.1051  -1.3871  0.277
H  0.7835  -0.5739  -0.6358  0.182
H  0.4624  -0.7295  1.0572  0.323
H  -2.1063  0.3040  -0.2503  0.342
H  -0.8908  0.7825  -1.4326  0.250
H  -0.8030  1.4343  1.4487  0.303
H  1.5009  1.1929  1.1005  0.289
H  1.0140  2.8644  0.9497  0.336
H  1.0968  3.0480  -1.2860  0.412

***

(2)
C5H12N2O | ωB97M-V/def2-TZVPD

Summary:
E_LUMO, Eh: 0.031
Structure (SMILES): CCCCNC(N)=O
Strongest force on any atom, eV/Å: 0.9
Multiplicity: 1
Gap between HOMO and LUMO, eV: 10.2050
HOMO energy, eV: -9.3648

Each line ends with the Mulliken charge.
CARTESIAN COORDINATES (ANGSTROEM)
C  -0.0956  -0.8920  -2.6313  -1.151
C  -0.3635  0.4516  -1.9606  -0.382
C  -0.9199  0.3097  -0.5328  -0.592
C  -0.0334  -0.4891  0.4188  -0.652
N  0.9684  0.3278  1.0904  -0.104
C  1.0929  0.5838  2.4290  0.475
N  0.0083  0.3279  3.2149  -0.323
O  2.1225  1.0467  2.8946  -0.674
H  -0.0542  -0.7777  -3.7135  0.354
H  0.8639  -1.3287  -2.3572  0.310
H  -0.8658  -1.6272  -2.3788  0.301
H  -1.0790  1.0220  -2.5385  0.330
H  0.5473  1.0758  -1.9279  0.278
H  -1.8835  -0.2026  -0.6495  0.327
H  -1.1053  1.2837  -0.0847  0.314
H  0.4879  -1.3015  -0.0921  0.256
H  -0.6638  -0.9480  1.1738  0.341
H  1.7954  0.5969  0.5838  0.211
H  -0.8865  0.0381  2.8551  0.152
H  0.0639  0.5029  4.2065  0.230